[1]
ORCA calculation (ωB97M-V with the def2-TZVPD basis set) on C12H22O5Si3 as an isolated structure in a non-equilibrium geometry.

The geometry in ORCA input format:
```
! RIJCOSX wB97M-V def2-TZVPD def2/J DEFGRID3
* xyz 0 1
H -3.42 -2.52 2.52
C 0.90 0.62 -3.08
Si -0.71 0.50 3.67
C 0.04 1.79 -5.08
H -0.33 -1.70 -6.49
H 3.84 -2.90 2.90
C -3.90 0.36 2.66
H -4.48 -0.45 3.18
H 1.02 2.18 1.79
C -2.33 -2.29 2.29
H 2.70 -2.01 0.87
C 3.01 -1.29 1.70
H 2.57 0.36 0.33
H -0.24 2.68 -5.63
O 0.03 -1.92 -5.61
Si 1.85 1.23 2.55
H -1.72 -2.79 3.10
C 3.03 0.25 1.36
C 0.22 -0.74 -4.98
H -0.80 1.98 3.52
H -2.43 -0.30 -0.34
O 0.69 3.04 -3.20
H 0.96 -1.56 -3.18
H -1.06 0.09 5.04
C 3.39 -1.87 2.91
H -4.38 0.75 1.72
C -1.73 0.18 0.41
H -1.87 1.31 0.41
O 0.94 0.05 3.41
H 1.05 2.81 -2.32
H 4.07 0.69 1.34
C -0.14 0.50 -5.74
H 3.21 -1.38 3.91
H 2.70 2.07 3.42
C 0.52 1.85 -3.83
H -0.66 -0.07 0.12
H -3.76 1.21 3.41
C 0.70 -0.67 -3.74
O -0.56 0.40 -6.88
O 1.35 0.72 -1.96
Si -2.16 -0.38 2.22
H -2.12 -2.79 1.30
*
```

Calculated values
**Largest force on an atom**: 0.0483 hartree/bohr
**Orbital gap**: 6.89 eV
**E_tot**: -46670.849 eV
**Lowest unoccupied orbital energy**: -1.70 eV

Atom charges from the natural (NBO) analysis, given in e for atoms 1 to 2: H 0.237; C 0.477

[2]
ORCA calculation (ωB97M-V with the def2-TZVPD basis set) on C57H121HgN6O7 as an isolated structure in a non-equilibrium geometry.

The geometry in ORCA input format:
```
! RIJCOSX wB97M-V def2-TZVPD def2/J DEFGRID3
* xyz 1 1
H 1.91 -3.19 -4.16
C -1.95 -3.48 6.11
H 0.20 8.22 -1.08
C -5.31 -1.57 -3.07
C 1.61 -6.04 -1.22
Hg -0.42 -2.19 -0.45
H 1.12 -6.87 -1.73
H -2.35 -5.40 -3.86
H 0.46 -2.84 5.46
C 5.76 2.97 -1.86
H -2.53 6.60 -3.13
H -1.83 0.52 -3.64
H 0.14 4.71 4.35
C 2.05 -3.59 -3.16
H 0.99 5.93 -1.34
H 2.62 1.96 -2.02
H -0.37 -6.39 5.20
C -1.78 5.95 -2.67
H -6.85 -4.06 -2.96
C -1.61 0.34 -1.53
H 1.10 5.35 2.09
C 0.49 3.72 4.08
H 6.90 1.24 -1.48
N -4.21 -3.71 -2.76
O -1.58 7.40 0.62
C -0.56 7.95 -1.87
C -4.25 6.12 0.68
H -4.21 4.13 -1.16
H -0.25 3.40 3.28
H 7.84 2.67 -1.10
O -3.89 -4.84 -1.89
H -1.80 3.90 -1.87
O -0.95 -4.90 2.83
C -0.47 1.26 -1.23
C -3.08 5.67 -0.14
H 6.17 -0.04 -3.78
H -2.50 -4.80 -5.45
H 5.51 -0.25 -2.11
C 4.33 1.26 -3.15
H -2.78 -0.85 3.83
H 3.35 -2.09 -2.28
H 4.35 1.72 5.05
H -0.56 2.66 5.66
C -5.27 -2.84 -2.14
H -3.68 -2.35 4.30
C 2.39 -2.59 -2.14
H -0.12 7.92 -2.82
H 3.58 -0.25 3.27
H -3.46 -2.04 -4.94
C -4.35 -2.71 -4.94
H 2.61 4.72 5.39
H -1.84 -3.70 -4.25
H -4.30 5.70 -1.97
H -3.09 4.04 1.25
C 3.66 -3.84 -0.31
C -3.63 5.00 -1.44
H -3.97 -1.66 -0.80
H 1.84 -0.15 2.96
C 5.26 0.00 -3.14
C -1.47 -0.23 -2.92
N -2.23 6.87 -0.50
H 1.84 -1.05 0.16
C 1.78 4.49 2.07
H 2.90 0.22 -1.78
H 0.90 -4.46 5.96
C -2.33 4.61 0.76
H 3.29 0.93 6.19
H -1.42 -4.29 -0.93
H 4.16 3.58 -0.48
H -0.61 2.31 -1.62
H -4.04 6.87 1.41
H 0.50 0.82 -1.44
C 0.47 2.76 5.23
C 2.44 -3.05 -0.69
C -5.55 -1.87 -4.55
H 7.55 2.20 -2.71
C 2.61 0.01 3.68
C 4.17 1.41 -0.63
H -6.48 -2.27 -4.81
H -2.16 -6.19 5.33
H 3.95 -4.31 -1.26
H 5.13 3.74 -4.54
H -4.62 -5.50 -5.55
H -1.48 -3.47 7.07
H -0.80 -1.26 2.25
N 2.44 2.40 3.15
H -2.48 -2.15 1.33
H 3.86 2.57 1.89
H -0.48 -0.59 -3.08
H 3.40 1.38 0.21
C -4.81 -2.33 -0.78
C 7.10 2.25 -1.76
H -0.46 1.46 -0.11
N 1.11 -3.65 -0.41
C 3.32 1.69 5.43
H 4.55 -3.19 -0.06
C -2.72 -3.02 1.94
N -1.81 -4.20 3.84
C 2.55 -1.84 0.32
H -1.92 5.11 1.64
C -2.68 -1.94 4.23
H -1.17 -5.76 3.10
H 3.43 -4.53 0.49
C -1.06 -4.29 5.19
C -2.00 -2.03 5.58
C -4.08 -4.05 -4.16
H -5.60 -1.86 -0.21
H -2.94 -3.90 6.34
H -1.54 8.36 0.53
H -5.51 -0.92 -5.16
C -1.92 -2.81 3.20
H 2.75 4.96 1.84
H -4.86 -5.98 -3.90
H -4.46 -3.06 -0.07
O 5.65 3.04 -4.19
C 3.69 1.16 -4.52
H -4.29 -1.10 -2.99
C 4.88 2.75 -0.58
H -2.87 4.18 -3.23
H -2.55 -1.37 6.27
H 0.22 -2.80 2.39
H -6.11 -5.04 -4.74
H -1.61 3.91 0.34
H 0.22 -4.36 1.24
H -4.78 5.37 1.31
H -1.01 -1.70 5.55
C 0.70 -4.23 -2.80
H -1.29 8.76 -1.80
H -6.63 -4.18 -1.14
H 4.70 -0.86 -3.59
H 5.51 2.79 0.32
C -6.61 -3.54 -1.99
C 3.39 1.17 -1.93
C -0.47 -2.15 2.85
H 2.58 -5.83 -1.72
H 6.68 4.93 -2.55
C -0.79 -5.15 -1.01
O 1.09 -4.10 0.96
H 2.86 0.41 -4.53
H -4.99 6.60 0.12
O -1.77 -0.79 -0.60
H -2.52 0.98 -1.47
H 4.83 0.55 -0.46
H -7.37 -2.75 -1.90
N 4.92 2.63 -3.03
H -2.47 -3.86 1.40
C 2.74 4.75 4.29
H 0.50 -5.05 -3.49
C -4.98 -5.21 -4.61
C -2.59 -4.47 -4.40
H 4.36 0.86 -5.31
H 1.18 2.93 6.06
H 6.53 4.62 -0.81
C 2.34 1.38 4.31
H -4.74 -5.43 -1.91
H -2.08 -1.06 -3.17
C -1.20 6.60 -1.47
H 3.57 -1.40 0.32
H 5.14 5.02 -1.92
H 1.55 3.83 1.26
C -2.47 4.64 -2.32
H -1.01 -5.78 -0.08
C 0.92 1.42 4.76
H 3.15 2.68 5.77
C 0.38 -3.89 5.17
H -4.45 -2.93 -5.98
C -1.18 -5.73 5.63
C 0.02 5.69 -0.95
C 1.84 3.83 3.48
H 2.37 -2.17 1.38
O 3.79 2.50 2.90
C 0.69 -4.82 -1.36
H -0.12 4.62 -1.23
H 0.81 0.67 5.53
H 0.14 0.98 4.04
H 0.07 -1.84 3.77
H -3.78 -3.00 2.15
H 3.84 4.60 4.08
H 0.84 -4.07 4.18
C 6.05 4.47 -1.76
H -6.05 -0.87 -2.76
H 1.88 -6.17 -0.15
H 1.72 -1.71 -2.17
H 0.06 5.81 0.18
H 2.58 5.83 4.04
H -0.10 -3.50 -2.96
H -1.35 -5.60 -1.84
H -1.10 5.73 -3.48
H -1.21 -5.83 6.71
H 3.29 2.12 -4.81
H 2.55 -0.83 4.49
H 2.82 -4.37 -3.19
*
```

Calculated values
**Largest force on an atom**: 0.0616 hartree/bohr
**Orbital gap**: 7.96 eV
**E_tot**: -88502.959 eV
**Lowest unoccupied orbital energy**: -2.14 eV

Atom charges from the Löwdin analysis, given in e for atoms 1 to 2: H 0.129; C -0.125

[3]
ORCA calculation (ωB97M-V with the def2-TZVPD basis set) on C36H40As2Br2N3O5ReSi as an isolated structure in a non-equilibrium geometry.

The geometry in ORCA input format:
```
! RIJCOSX wB97M-V def2-TZVPD def2/J DEFGRID3
* xyz 1 2
O -0.91 3.92 8.33
H -6.76 -0.68 -0.37
C -4.76 -0.03 -0.84
H 1.59 2.89 -3.07
C -2.37 0.54 -1.12
C -5.71 -0.86 -0.21
H 3.10 2.09 -2.58
H -2.28 4.16 4.74
C -3.44 -3.20 1.69
H 3.24 4.61 0.20
Br -6.89 1.43 -2.11
C -1.10 -3.21 -1.54
C -0.92 2.77 3.79
H 3.40 -2.56 1.93
C 4.16 -0.57 -0.64
H -0.17 -5.79 -0.06
N -3.01 -1.30 0.25
H 4.94 0.77 2.78
H 2.74 -3.28 -0.41
H -4.12 -4.05 1.63
O 1.51 0.23 3.01
H -3.40 -2.86 2.72
C -5.30 -1.87 0.60
O -1.08 0.36 -0.84
Si 0.27 -3.40 -0.28
H -0.26 3.63 0.58
H -1.21 -2.17 -1.86
H 3.36 -1.26 3.14
H 1.27 -3.54 2.68
H 1.15 4.62 0.19
C -3.91 -2.08 0.80
H 1.58 1.12 5.36
H -4.37 2.59 -2.97
H -1.36 2.85 2.81
C 0.20 -5.03 0.63
C -3.40 -0.29 -0.55
N -1.42 4.09 7.24
C -0.85 3.34 6.10
As 1.50 2.26 -0.61
C 0.74 1.79 5.24
H -0.96 -1.95 5.96
H 5.04 4.93 1.82
C -2.77 1.51 -2.02
C 3.02 2.50 0.59
C 2.34 2.81 -2.28
C 0.68 1.12 2.83
C 4.56 1.61 2.22
C 3.53 1.42 1.30
C 0.16 1.92 3.98
N 0.21 -1.94 0.80
H -1.64 -0.49 2.00
H 2.08 -3.99 -1.88
H 5.12 -0.15 -0.34
C -4.12 1.78 -2.30
H 4.30 -1.62 -0.89
C 0.50 -2.88 3.05
Br -1.44 2.49 -2.92
H 1.99 -2.24 -1.64
H 4.77 -1.44 2.04
C 3.69 -1.53 2.14
H -0.02 4.22 -1.08
C 0.23 2.51 6.31
H -6.01 -2.52 1.10
H 3.79 -0.04 -1.52
H -2.14 -0.43 4.42
H -2.07 -3.54 -1.15
Re 0.50 -0.17 0.10
H 0.66 2.43 7.30
H 0.72 -3.54 5.07
C -5.09 1.03 -1.71
O 0.18 1.43 1.67
C -1.40 -1.12 4.04
C 0.20 -2.86 4.40
C 5.10 2.87 2.42
H -2.44 -3.51 1.40
O -2.35 4.83 7.02
H 2.80 3.78 -2.13
C -1.11 -1.14 2.68
C 1.93 -3.21 -1.13
C 3.59 3.76 0.78
H 5.90 3.01 3.14
H -0.45 -5.03 1.50
H 1.19 -5.35 0.96
C -0.74 -1.98 4.90
C -0.15 -2.01 2.17
As 2.89 -0.34 0.85
C 4.62 3.95 1.68
C -1.44 3.49 4.86
H -0.87 -3.81 -2.42
C 0.47 3.85 -0.19
*
```

Calculated values
**Largest force on an atom**: 0.0449 hartree/bohr
**Orbital gap (spin up / spin down)**: 6.38 / 6.66 eV
**E_tot**: -324452.381 eV
**Energy relative to the best compared isomer or geometry (same formula, charge and spin)**: 0.0 kJ/mol
**Expectation value of S²**: 0.7736
**Lowest unoccupied orbital energy (spin up / spin down)**: -4.17 / -4.02 eV

Atom charges from the Löwdin analysis, given in e for atoms 1 to 2: O 0.091; H 0.084

[4]
ORCA calculation (ωB97M-V with the def2-TZVPD basis set) on a 9-piece molecular cluster, C18H36Cl18 overall in a non-equilibrium geometry.

The geometry in ORCA input format:
```
! RIJCOSX wB97M-V def2-TZVPD def2/J DEFGRID3
* xyz 0 1
C 5.49 -0.80 1.20
Cl 4.47 -1.78 0.09
H -1.15 0.14 1.36
H 5.12 -1.01 2.20
Cl -2.12 -2.03 1.40
C -2.70 0.78 -2.81
C 4.01 -5.06 -1.76
Cl -4.29 2.82 -3.62
C -1.11 -0.73 0.70
H 4.65 -5.05 -0.89
H 4.24 0.91 0.78
H -0.51 3.40 3.79
H -1.96 2.74 -3.32
Cl -2.93 2.27 0.14
H -2.57 3.44 -1.92
C 0.28 -1.31 4.87
C -2.72 2.03 -3.66
C -4.25 -2.06 -0.40
C -2.89 3.73 -0.92
H -5.91 -1.25 0.77
H 2.64 -3.42 -1.44
C 4.30 0.51 -3.97
Cl 2.02 -4.99 0.11
C -1.25 3.35 2.99
H 5.74 1.27 1.71
Cl 3.85 -6.80 -2.23
Cl 0.29 -2.32 6.34
H 2.46 -1.13 4.73
Cl -2.23 1.10 4.05
H -3.28 -0.02 -3.26
Cl -5.50 0.31 -0.94
H -3.31 2.76 2.78
H 4.11 0.25 -5.01
Cl 1.88 -2.99 3.39
Cl 1.39 0.01 0.15
Cl 2.42 -1.33 -3.28
H -4.24 5.15 -1.75
H 6.53 -1.09 1.09
C 1.60 -1.39 4.13
H -0.78 2.76 2.21
C -2.54 2.76 3.55
H 0.63 -1.73 1.54
H -0.52 -1.63 4.20
H -3.10 1.04 -1.83
H -2.44 1.79 -4.69
Cl -1.05 0.16 -2.57
C 0.29 -1.28 0.61
H 2.30 1.00 -3.36
H -2.90 3.36 4.38
C 3.09 0.32 -3.08
Cl 4.86 2.20 -3.89
C 2.63 -4.51 -1.50
H 0.40 -2.01 -0.19
H -2.16 4.43 -0.53
H -4.35 -0.44 1.01
Cl -5.23 -2.82 -1.68
Cl -4.91 4.99 0.49
C 5.29 0.68 0.91
H 5.15 -0.10 -3.67
Cl -1.53 4.99 2.40
H 1.62 -0.67 3.31
H -1.52 -0.36 -0.24
H -3.30 -1.70 -0.80
H -5.00 3.63 -1.45
C -4.27 4.33 -1.04
H 4.47 -4.50 -2.58
H 1.88 -4.73 -2.25
H -4.09 -2.86 0.32
Cl 6.01 1.16 -0.64
H 0.14 -0.30 5.25
C -5.00 -0.92 0.28
H 3.37 0.50 -2.04
*
```

Calculated values
**Largest force on an atom**: 0.0270 hartree/bohr
**Orbital gap**: 10.70 eV
**E_tot**: -244655.597 eV
**Energy relative to the best compared isomer or geometry (same formula, charge and spin)**: 81.1 kJ/mol
**Lowest unoccupied orbital energy**: 0.16 eV

Atom charges from the Löwdin analysis, given in e for atoms 1 to 2: C -0.617; Cl 0.557

[5]
ORCA calculation (ωB97M-V with the def2-TZVPD basis set) on one molecule with the formula C4H8N2 in a non-equilibrium geometry.

The geometry in ORCA input format:
```
! RIJCOSX wB97M-V def2-TZVPD def2/J DEFGRID3
* xyz 0 1
N 1.55 -0.24 -1.54
C -2.00 0.91 -0.15
H 0.40 -0.01 -1.87
C -0.59 0.56 0.28
H 0.10 1.22 -0.31
C 1.42 -0.77 -0.36
H -2.10 1.19 -1.27
H -2.44 1.70 0.46
H -2.79 0.23 -0.05
H 2.38 -1.22 0.26
H 1.00 0.22 1.99
H -0.78 -0.65 2.24
C -0.01 -0.01 1.52
N 0.07 -0.73 0.23
*
```

Calculated values
**Largest force on an atom**: 0.0877 hartree/bohr
**Orbital gap**: 10.32 eV
**E_tot**: -7254.256 eV
**Energy relative to the best compared isomer or geometry (same formula, charge and spin)**: 349.2 kJ/mol
**Lowest unoccupied orbital energy**: 1.03 eV

Atom charges from the natural (NBO) analysis, given in e for atoms 1 to 2: N -0.632; C -0.631

[6]
ORCA calculation (ωB97M-V with the def2-TZVPD basis set) on a 2-piece molecular cluster, C7H8F4NS overall in a non-equilibrium geometry.

The geometry in ORCA input format:
```
! RIJCOSX wB97M-V def2-TZVPD def2/J DEFGRID3
* xyz 1 1
C 2.64 1.57 -0.04
C 0.32 -0.19 -0.32
S -3.30 1.08 -1.11
C 0.25 1.14 0.29
H -1.19 -1.34 0.83
F -2.82 -1.59 -0.73
C 1.34 1.97 0.42
H 0.24 -2.34 0.37
H 1.18 2.93 0.75
N -0.13 -1.38 0.68
H 3.82 -0.12 -0.93
F -3.12 -0.42 1.01
H 3.40 2.23 0.30
C -3.59 -0.52 -0.26
F 1.83 -1.82 -1.10
C 1.75 -0.53 -0.73
H -0.63 1.48 0.81
F -4.81 -0.99 -0.17
C 2.82 0.27 -0.53
H 0.49 -1.09 1.48
H -0.49 -0.36 -1.03
*
```

Calculated values
**Largest force on an atom**: 0.0664 hartree/bohr
**Orbital gap (spin up / spin down)**: 8.55 / 5.19 eV
**E_tot**: -30573.818 eV
**Energy relative to the best compared isomer or geometry (same formula, charge and spin)**: 125.9 kJ/mol
**Lowest unoccupied orbital energy (spin up / spin down)**: -5.26 / -6.78 eV

Atom charges from the natural (NBO) analysis, given in e for atoms 1 to 2: C -0.128; C -0.155

[7]
ORCA calculation (ωB97M-V with the def2-TZVPD basis set) on C14H33BrN3O6P2Pd as an isolated structure.

The geometry in ORCA input format:
```
! RIJCOSX wB97M-V def2-TZVPD def2/J DEFGRID3
* xyz 3 3
C -2.10 -2.55 -3.85
O -0.67 -1.74 1.82
C -2.36 -1.19 -3.89
H 1.85 2.38 0.41
C -1.77 -3.12 -2.64
O -0.47 2.86 -1.00
O 1.25 -1.26 0.25
H -0.89 3.77 -3.65
N -1.94 -1.01 -1.55
C -2.29 -0.46 -2.72
H -1.58 -4.18 -2.56
H 4.04 -2.97 1.13
H -1.95 -3.13 3.79
H 3.83 1.06 -0.23
H -2.15 -3.14 -4.76
H -2.26 -3.82 2.18
O -2.66 1.46 0.77
H 2.40 0.25 -0.48
H 3.65 -1.29 1.49
H -2.22 -0.84 2.90
P 0.75 2.36 -1.73
H -2.67 -1.47 1.30
H -0.03 -0.55 3.93
P 0.12 -0.59 1.13
C -1.67 -2.32 -1.51
C 1.97 0.12 4.41
N -0.01 3.46 -4.08
C 1.13 3.52 -3.09
H -3.17 2.52 2.49
H -0.15 2.51 -4.44
C 3.48 -2.11 0.78
H 2.89 3.19 -0.77
H 1.81 -3.21 -0.07
H -2.56 0.59 -2.73
H 1.62 -2.80 1.64
H -1.65 1.61 2.54
C -2.27 2.25 1.93
H -3.28 1.98 0.24
H 3.23 0.87 -1.76
H -1.40 -2.74 -0.55
C 2.02 -2.46 0.69
Pd -1.02 0.66 -0.48
C -2.11 -1.68 2.21
H -1.73 3.14 1.62
C 0.66 0.26 3.69
N 2.97 1.06 -0.78
C -2.48 -2.98 2.84
H 2.64 0.95 4.18
H 0.19 1.22 3.87
H 1.20 4.55 -2.73
H 3.89 -1.85 -0.20
H 2.04 3.26 -3.62
Br -2.78 -0.30 -5.48
H 2.46 -0.82 4.16
O 0.92 0.21 2.22
C 2.21 2.35 -0.62
O 0.65 0.97 -2.29
H 1.78 0.13 5.48
H 0.17 4.07 -4.89
H -3.55 -2.99 3.05
*
```

Calculated values
**Largest force on an atom**: 0.0103 hartree/bohr
**Orbital gap (spin up / spin down)**: 9.18 / 6.97 eV
**E_tot**: -123885.838 eV
**Expectation value of S²**: 2.0048
**Lowest unoccupied orbital energy (spin up / spin down)**: -8.00 / -10.25 eV

Atom charges from the natural (NBO) analysis, given in e for atoms 1 to 2: C -0.133; O -0.852